No. 1
A structure of composition C23H26CoFN3O3S5 in a non-equilibrium geometry. Source: the Open Molecules 2025 dataset; level of theory: the ωB97M-V functional and the def2-TZVPD basis.

## Properties
<S²> ... 3.76
Frontier orbital gap (spin up / spin down) ... 0.23155 / 0.22320 hartree
Lowest unoccupied orbital energy (spin up / spin down) ... -0.691 / -0.919 eV

```
! RIJCOSX wB97M-V def2-TZVPD def2/J DEFGRID3
* xyz 0 4
Co -1.04 0.81 -0.71
C -2.11 4.26 -0.23
C -1.74 3.91 -1.67
S -0.22 2.97 -1.71
C 0.94 4.04 -0.85
C 1.33 3.75 0.60
S 1.83 2.00 0.74
C 1.39 1.62 2.43
C 0.49 0.33 2.47
S -1.14 0.32 1.66
C -2.23 1.37 2.61
C -2.17 2.82 2.21
S -2.86 2.82 0.56
H -2.83 5.05 -0.22
H -1.24 4.58 0.31
H -1.83 4.75 -2.37
H -2.43 3.18 -2.07
H 0.62 5.07 -1.04
H 1.82 3.85 -1.45
H 0.45 4.01 1.16
H 2.18 4.42 0.85
H 0.91 2.52 2.86
H 2.31 1.41 3.03
H 0.48 -0.02 3.51
H 0.98 -0.52 1.92
H -1.80 1.27 3.58
H -3.20 1.02 2.57
H -1.19 3.32 2.23
H -2.82 3.44 2.86
F -5.31 -0.45 -4.78
C -4.49 -0.10 -3.79
C -3.15 -0.29 -4.04
C -2.23 0.02 -3.03
C -2.64 0.61 -1.86
C -4.03 0.72 -1.61
C -4.96 0.37 -2.56
H -2.81 -0.60 -5.01
H -1.18 -0.08 -3.22
H -4.39 1.33 -0.77
H -5.98 0.41 -2.33
O 3.20 -4.95 4.01
S 3.18 -6.10 3.17
O 4.29 -7.00 3.46
O 1.88 -6.76 3.01
C 3.61 -5.31 1.64
N 4.87 -5.38 1.25
C 5.16 -4.76 0.12
C 4.26 -3.97 -0.58
C 2.99 -3.96 -0.05
N 2.59 -4.71 0.97
C 1.95 -2.91 -0.53
C 0.58 -3.20 -0.38
C -0.35 -2.17 -0.61
N 0.01 -0.93 -1.07
C 1.29 -0.74 -1.23
C 2.29 -1.70 -1.04
H 6.23 -4.87 -0.16
H 4.58 -3.46 -1.47
H 0.17 -4.05 0.06
H -1.40 -2.29 -0.58
H 1.55 0.28 -1.53
H 3.33 -1.38 -1.31
*
```

No. 2
A structure of composition CCl3F2N in a non-equilibrium geometry. Source: the Open Molecules 2025 dataset; level of theory: the ωB97M-V functional and the def2-TZVPD basis.

## Properties
<S²> ... 2.03
Energy relative to the best compared isomer or geometry (same formula, charge and spin) ... 47.19 kcal/mol
Frontier orbital gap (spin up / spin down) ... 0.29699 / 0.24958 hartree
Lowest unoccupied orbital energy (spin up / spin down) ... -0.536 / -4.022 eV

```
! RIJCOSX wB97M-V def2-TZVPD def2/J DEFGRID3
* xyz 0 3
C 0.60 -0.08 0.08
N -0.28 -1.10 0.13
F 0.30 3.28 -0.79
F -1.47 -0.82 0.82
Cl 2.26 -0.43 -0.16
Cl 0.13 1.51 0.31
Cl -0.81 -2.17 -1.30
*
```

No. 3
A structure of composition C19H48B2NO28 in a non-equilibrium geometry. Source: the Open Molecules 2025 dataset; level of theory: the ωB97M-V functional and the def2-TZVPD basis.

## Properties
Energy relative to the best compared isomer or geometry (same formula, charge and spin) ... 44.12 kcal/mol
Frontier orbital gap ... 0.30382 hartree
Lowest unoccupied orbital energy ... 0.779 eV

```
! RIJCOSX wB97M-V def2-TZVPD def2/J DEFGRID3
* xyz -1 1
C 3.21 2.41 -1.01
C 2.27 3.29 -0.12
C 1.04 3.66 -0.95
C -0.09 2.68 -0.87
N -1.36 3.06 -1.61
C -2.26 1.80 -1.42
C -1.82 0.77 -2.40
C -1.42 1.43 -3.49
C -1.11 2.90 -3.07
C -1.88 4.39 -1.11
C -3.23 4.86 -1.79
C -3.77 6.14 -1.15
H 4.09 2.26 -0.47
H 3.44 3.13 -1.78
H 2.82 1.60 -1.48
H 2.84 4.22 0.05
H 2.00 2.76 0.79
H 1.28 3.81 -2.03
H 0.82 4.51 -0.46
H -0.33 2.61 0.19
H 0.19 1.66 -1.24
H -3.42 1.93 -1.70
H -2.27 1.74 -0.40
H -2.74 0.23 -2.70
H -1.16 -0.04 -2.02
H -1.87 1.57 -4.41
H -0.36 1.16 -3.80
H -1.76 3.31 -3.61
H -0.06 3.21 -3.29
H -1.09 5.27 -1.18
H -2.08 4.32 -0.04
H -3.85 4.20 -1.55
H -3.11 4.90 -3.01
H -4.03 6.09 -0.16
H -4.57 6.40 -1.70
H -2.88 6.80 -1.15
O -0.08 -4.13 0.67
C -0.26 -2.93 0.64
O -0.58 -2.23 1.68
B -0.22 -0.86 1.45
O 0.18 -0.90 0.08
C 0.21 -2.06 -0.33
O 0.01 -2.26 -1.57
O 0.77 -0.27 2.35
C 0.31 0.77 2.77
O 1.02 1.65 3.25
C -1.05 0.91 2.29
O -1.42 0.02 1.61
O -1.61 2.01 2.33
O 2.08 -4.26 3.49
C 2.38 -4.39 2.24
O 2.50 -5.52 1.68
B 3.35 -5.17 0.50
O 3.51 -3.72 0.45
C 3.08 -3.35 1.55
O 2.96 -2.14 1.68
O 2.71 -5.71 -0.70
C 3.64 -6.34 -1.35
O 3.49 -6.75 -2.53
C 4.84 -6.39 -0.60
O 4.61 -5.81 0.48
O 5.95 -6.90 -0.95
O -0.30 -6.54 2.03
H 0.23 -5.90 1.72
H -0.98 -6.60 1.42
O 4.18 3.22 3.31
H 4.86 3.52 2.69
H 3.91 2.34 3.02
O -1.38 -2.27 -3.98
H -0.84 -1.80 -4.66
H -0.89 -2.24 -3.15
O -3.38 -0.68 0.11
H -3.26 -1.53 -0.44
H -2.69 -0.59 0.85
O -1.97 -6.10 -0.72
H -2.60 -5.25 -0.86
H -1.16 -5.83 -0.83
O 2.39 -1.87 -3.56
H 2.50 -0.97 -3.82
H 1.68 -2.04 -2.95
O 0.10 -5.39 -2.22
H 0.69 -4.82 -1.79
H 0.52 -5.27 -3.03
O -0.75 -3.57 4.72
H -1.58 -2.93 4.96
H -0.12 -3.47 4.07
O 3.49 0.56 3.15
H 3.52 0.00 2.39
H 2.57 0.82 3.21
O -4.98 1.55 1.24
H -4.62 0.62 0.83
H -4.47 2.22 1.61
O 0.58 3.99 5.01
H 0.57 3.37 4.31
H 1.15 3.69 5.65
O -3.77 3.44 2.98
H -4.26 4.26 2.80
H -2.84 3.75 2.90
*
```

No. 4
The molecule C4H10O in a non-equilibrium geometry. Source: the Open Molecules 2025 dataset; level of theory: the ωB97M-V functional and the def2-TZVPD basis.

## Properties
Energy relative to the best compared isomer or geometry (same formula, charge and spin) ... 18.43 kcal/mol
SMILES string ... CCCOC
Frontier orbital gap ... 0.40655 hartree
Lowest unoccupied orbital energy ... 1.156 eV

```
! RIJCOSX wB97M-V def2-TZVPD def2/J DEFGRID3
* xyz 0 1
C 2.30 -0.14 -0.02
C 1.00 0.69 -0.03
C -0.23 -0.20 0.02
O -1.34 0.66 0.02
C -2.53 -0.08 -0.01
H 2.38 -0.66 0.95
H 2.40 -0.87 -0.82
H 3.19 0.45 -0.05
H 1.03 1.36 0.85
H 0.90 1.32 -0.89
H -0.23 -0.91 -0.82
H -0.21 -0.80 0.92
H -2.55 -0.83 -0.81
H -3.37 0.62 -0.23
H -2.73 -0.61 0.95
*
```

No. 5
A cluster of 2 separate species, C5H15PSi in total in a non-equilibrium geometry. Source: the Open Molecules 2025 dataset; level of theory: the ωB97M-V functional and the def2-TZVPD basis.

## Properties
Energy relative to the best compared isomer or geometry (same formula, charge and spin) ... 48.04 kcal/mol
Frontier orbital gap ... 0.34204 hartree
Lowest unoccupied orbital energy ... 0.842 eV

```
! RIJCOSX wB97M-V def2-TZVPD def2/J DEFGRID3
* xyz 0 1
C 1.67 1.91 0.21
C -1.26 -1.29 1.70
C -1.93 1.21 -0.50
C -1.02 -1.86 -1.15
C 1.55 0.42 0.47
Si -0.86 -0.37 0.13
P 2.67 -0.69 -0.53
H 2.73 2.26 0.30
H 1.23 2.68 0.88
H 1.30 2.27 -0.74
H -0.63 -2.05 1.94
H -1.25 -0.56 2.51
H -2.30 -1.76 1.77
H -3.02 1.07 -0.35
H -1.64 2.18 -0.04
H -1.77 1.30 -1.57
H -0.99 -1.55 -2.15
H -0.11 -2.41 -0.88
H -1.90 -2.59 -1.15
H 1.69 -0.01 1.48
H 2.26 -0.39 -1.74
H 3.59 0.24 -0.59
*
```